C5H9N | the ωB97M-V functional and the def2-TZVPD basis

```
15
Properties=species:S:1:pos:R:3:forces:R:3
C -0.37688 -0.04815 -1.56366 -0.02 -0.15 -0.31
C -0.06200 -0.18499 -0.10280 0.22 -0.67 -0.59
C 0.53543 -1.47849 0.36593 0.10 -0.33 -0.08
C 0.56201 1.07833 0.53219 0.27 -0.54 -0.49
C -0.87869 0.52820 0.80402 1.45 0.81 -0.11
N -1.77175 0.99180 1.56658 1.42 0.32 -0.45
H -1.08257 -0.82069 -1.87097 0.02 0.02 -0.14
H -0.80822 0.93334 -1.79211 0.08 -0.21 0.08
H 0.55649 -0.15688 -2.11993 -0.10 -0.04 -0.15
H -0.13427 -2.30772 0.13590 0.09 -0.11 0.02
H 0.72474 -1.46752 1.44538 -0.07 0.02 -0.22
H 1.48647 -1.61626 -0.15285 -0.01 -0.18 0.04
H -0.96623 1.66559 1.67654 -2.64 1.31 2.21
H 0.75609 1.91045 -0.15082 -0.37 -0.20 0.20
H 1.38266 0.90270 1.23348 -0.44 -0.05 -0.02
```
Positions in Å, forces in eV/Å.

Relative energy (zero: lowest compared OMol25 entry of this formula, charge and spin) ... 74.0 kcal per mole
Molar mass ... 83.13 g/mol
LUMO ... 0.034 Ha
Kohn-Sham gap ... 9.8 eV
Maximum force ... 3.685 eV/Å